Density functional theory data (ωB97M-V/def2-TZVPD) for a molecular structure, C26H38BrLaN2O2SSi2Te.

Element x y z (Å)
La (0.00, -0.05, 1.26)
Br (-7.77, 0.23, 2.75)
C (-5.98, 0.24, 2.07)
C (-5.65, 1.07, 1.02)
C (-4.36, 1.14, 0.54)
C (-3.27, 0.48, 1.15)
O (-2.04, 0.62, 0.70)
C (-3.63, -0.46, 2.23)
C (-2.70, -1.28, 2.95)
N (-1.40, -1.39, 2.77)
C (-0.53, -2.15, 3.59)
C (-0.70, -2.18, 4.94)
C (0.34, -2.85, 5.75)
C (1.43, -3.45, 5.19)
C (1.65, -3.40, 3.81)
C (2.64, -4.12, 3.16)
C (3.02, -3.84, 1.83)
C (2.20, -2.97, 1.16)
N (1.07, -2.41, 1.69)
C (0.68, -2.64, 3.00)
C (-5.01, -0.63, 2.56)
H (-6.45, 1.67, 0.59)
H (-4.13, 1.59, -0.42)
H (-3.13, -1.80, 3.86)
H (-1.65, -1.87, 5.33)
H (0.11, -3.01, 6.75)
H (2.08, -3.99, 5.86)
H (3.19, -4.87, 3.77)
H (4.09, -3.86, 1.53)
H (2.53, -2.64, 0.15)
H (-5.27, -1.39, 3.27)
C (0.33, 2.42, 4.67)
S (1.20, 2.88, 3.15)
C (2.75, 2.13, 3.63)
O (0.65, 1.80, 2.12)
H (0.64, 1.41, 5.02)
H (-0.78, 2.52, 4.47)
H (0.49, 3.17, 5.48)
H (3.43, 2.25, 2.76)
H (2.61, 1.03, 3.82)
H (3.18, 2.67, 4.53)
C (1.31, -0.89, -5.77)
Si (2.33, -1.53, -4.34)
C (3.95, -0.63, -4.74)
C (2.62, -3.40, -4.37)
C (1.42, -1.27, -2.74)
Te (1.05, 0.63, -1.94)
C (-1.02, 1.38, -2.38)
Si (-0.87, 3.16, -3.05)
C (-2.56, 3.81, -3.67)
C (0.29, 3.41, -4.60)
C (-0.28, 4.28, -1.59)
H (1.72, -1.04, -6.74)
H (1.10, 0.19, -5.56)
H (0.36, -1.43, -5.70)
H (4.13, -0.96, -5.83)
H (4.84, -0.94, -4.16)
H (3.76, 0.43, -4.73)
H (2.45, -3.84, -5.31)
H (2.01, -3.91, -3.57)
H (3.62, -3.57, -4.10)
H (2.03, -1.72, -1.94)
H (0.47, -1.76, -2.80)
H (-1.64, 1.25, -1.50)
H (-1.45, 0.64, -3.14)
H (-2.95, 3.17, -4.44)
H (-2.38, 4.84, -4.01)
H (-3.26, 3.85, -2.86)
H (0.96, 4.31, -4.53)
H (-0.30, 3.48, -5.53)
H (1.00, 2.55, -4.86)
H (0.09, 3.66, -0.84)
H (-1.17, 4.75, -1.28)
H (0.50, 5.06, -1.83)

ΔE to the lowest compared entry with this formula, charge and spin	2.3136	eV
E_HOMO	-0.47508	Eh
LUMO level	-6.3	eV
frontier orbital gap	6.618	eV
2S+1	1
calculated total energy	-139427.73364	eV
largest force on an atom	0.079	Eh/bohr
charge	+2